No. 1
DFT (the ωB97M-V functional and the def2-TZVPD basis) results for C5H13N3O2 in the gas phase at a distorted geometry.

As for the strongest force on any atom: 4.787 eV/A. As for the highest occupied orbital energy: -0.2933 Ha. The value obtained for the frontier orbital gap is 8.66 eV. The structure (SMILES) is NC(N)[C@]1([NH2+][O-])CCCO1. The value obtained for the total energy is -13957.569 eV. As for the relative energy (zero: lowest compared OMol25 entry of this formula, charge and spin): 102.97 kcal per mole. The total charge is 0. Its spin multiplicity is 1.

Each line ends with the Mulliken charge.
Element x y z (Å)
1 H 0.8879 -1.5445 1.1572  0.691
2 H -0.0733 1.2523 -1.9203  0.335
3 H 2.1991 0.8143 0.6868  0.341
4 H 1.8984 0.0672 2.1945  0.297
5 H 1.4296 0.4722 -1.6513  0.462
6 C -2.2289 0.3085 0.6103  -0.403
7 O -0.7214 -0.9027 -0.7904  -0.560
8 O 1.0928 2.1251 -0.6572  -0.794
9 H -2.1788 0.3485 -1.6196  0.273
10 C -2.0941 -0.3423 -0.7252  -0.589
11 H 1.0422 -1.8665 -1.1523  0.217
12 C 0.1018 -0.1266 -0.1196  0.529
13 N 2.1421 -0.0361 1.2079  -0.636
14 H -2.7189 1.2935 0.4011  0.196
15 C -0.7299 0.6864 0.9221  -1.007
16 C 1.3125 -0.8590 0.5325  -0.611
17 H -2.7222 -1.1577 -0.9863  0.375
18 H 2.5344 -2.1012 -0.4515  0.273
19 H -0.5513 1.7816 0.9984  0.388
20 H -0.3905 0.4187 1.9118  0.335
21 N 0.6578 0.9946 -1.1900  0.155
22 H -2.7836 -0.1942 1.3238  0.391
23 N 1.8940 -1.4321 -0.6827  -0.658

No. 2
DFT (the ωB97M-V functional and the def2-TZVPD basis) results for a molecular structure, C51H46GeLuN10O5S at a distorted geometry.

As for the strongest force on any atom: 1.030 eV/A. As for the highest occupied orbital energy: -0.1225 Ha. The value obtained for the frontier orbital gap is 4.72 eV. The value obtained for the total energy is -179747.214 eV. The total charge is -1. Its spin multiplicity is 1.

Each line ends with the Mulliken charge.
Element x y z (Å)
1 C -3.5718 -3.3914 -3.8544  -0.424
2 H -1.0512 -5.9947 -1.9221  0.402
3 H -3.9441 -3.5996 -4.8519  0.417
4 H 5.1552 0.5929 -1.8537  0.476
5 N 0.8534 -3.4107 -0.9398  -0.057
6 H -0.7221 -5.7040 4.1912  0.249
7 C 3.7500 6.2141 3.0273  -0.729
8 C -3.8699 -3.6634 3.1858  -0.649
9 H -4.2526 -3.3620 4.1588  0.445
10 H -0.8450 -3.7052 -5.5088  0.349
11 H 0.7543 1.2875 1.3804  -2.415
12 N 0.1758 3.3647 5.1566  -0.680
13 C 5.3292 -0.7973 -4.1987  -0.668
14 H -1.0316 -5.4270 5.9111  0.414
15 H 2.6122 5.1600 -3.1731  0.371
16 H -3.8790 -4.4748 -0.6474  0.500
17 H -4.1520 -2.9023 2.4674  0.359
18 C -2.6692 -2.3543 -3.6482  -0.840
19 C -4.0136 -4.1525 -2.7747  -0.851
20 C -0.8818 3.9804 -1.3086  0.659
21 C 2.4229 -2.0317 -2.1163  -0.223
22 C -0.3669 -5.1601 -2.0242  -0.947
23 H 1.2909 -3.2913 -4.2646  0.670
24 C 3.3570 7.4812 2.6195  -0.473
25 C 2.7861 0.1325 2.7486  -0.325
26 C 2.5764 1.6245 2.4903  -0.563
27 C -3.1039 2.5194 2.4099  -0.842
28 C 3.4562 -0.3524 -0.9664  -0.659
29 H 3.4809 0.2387 -0.0611  0.371
30 C -1.5376 4.7868 2.7516  -0.385
31 H -4.0222 -5.3431 1.8434  0.198
32 C -0.8261 4.4628 -3.3277  0.615
33 C -4.4665 -5.0070 2.7811  -1.044
34 N -0.3760 -0.4442 2.7479  -0.302
35 C 0.0521 -4.4757 -0.8981  -0.503
36 C -0.7578 3.1682 -2.5617  -0.174
37 H 5.9967 -1.8460 -5.7037  0.301
38 H 4.6437 6.0893 3.6268  0.402
39 H -0.9270 5.6706 2.9055  0.296
40 H -4.2883 -5.7667 3.5442  0.319
41 C 2.2041 7.6350 1.8589  -0.764
42 H 1.8926 8.6211 1.5352  0.396
43 H -1.5433 -5.6342 -4.3553  0.380
44 H 2.0804 1.8552 0.3819  0.493
45 H -1.6250 3.6379 -0.5765  0.466
46 C -0.2974 1.3593 -4.1557  -0.687
47 C -0.4078 0.3407 3.6232  0.821
48 C -2.6390 -2.8531 -1.2843  0.684
49 C -0.1789 2.2930 4.8840  0.638
50 H 3.2946 4.1250 3.0349  0.208
51 H 3.2912 -2.6013 -4.0003  0.601
52 H -2.5360 -3.5248 5.3423  0.480
53 H -1.5067 -1.2855 -2.1818  0.290
54 H -1.4636 4.5381 -4.2227  0.429
55 C -1.8105 2.5602 1.9025  -0.407
56 S 0.0729 -3.5926 2.3117  -0.327
57 H -0.9240 -3.2747 4.6869  0.377
58 C -1.0124 3.6937 2.0659  0.398
59 H 2.2880 2.0615 3.4432  0.391
60 C 1.4542 6.5214 1.5010  -0.440
61 H -4.6231 3.5869 3.4874  0.336
62 N 2.4834 -1.2603 -1.0390  0.105
63 C -3.5508 -3.8835 -1.4941  0.036
64 C 4.3917 -0.1684 -1.9648  -1.264
65 C 1.6079 1.9774 1.3554  2.248
66 N 0.2606 0.2979 -0.9145  0.665
67 N -2.3295 -3.4238 1.0289  0.068
68 H 6.3096 -0.5848 -3.7683  0.354
69 H 2.5228 4.6593 -0.8325  0.403
70 C 0.5161 4.1025 -0.6603  -1.697
71 O 2.4109 -0.6851 1.7780  -0.812
72 Lu 0.6639 -1.2744 0.8749  2.143
73 C -0.3979 1.8974 -2.8211  0.459
74 N -2.4040 -3.6876 3.2894  0.403
75 C -2.2096 -2.0872 -2.3630  -0.331
76 C 1.8361 5.2391 1.9097  0.176
77 C 4.3350 -0.9729 -3.0882  0.633
78 H -2.3342 -1.7359 -4.4760  0.614
79 H -1.4325 1.6899 1.3755  0.357
80 H -2.3418 -5.9896 4.8611  0.254
81 Ge 0.7587 3.7494 1.2632  2.315
82 C 0.9325 -3.6560 -3.3111  -0.499
83 N -0.2512 0.8931 -5.2074  -0.707
84 H 0.5794 6.6478 0.8691  0.475
85 C -1.8140 -3.8924 4.6162  -0.891
86 C 0.0297 -4.7090 -3.2673  0.377
87 H -4.7280 -4.9520 -2.9333  0.413
88 H -0.2777 -4.7734 0.0887  0.551
89 H 0.0582 -6.2576 -4.7320  0.423
90 O -1.3758 -1.5112 0.2057  -0.425
91 C -0.0700 1.0016 -1.7545  0.167
92 H -3.2246 5.6094 3.7868  0.355
93 O -0.3775 -4.5328 -5.6752  -0.566
94 H -3.7069 1.6294 2.2756  0.441
95 H 5.0305 0.0704 -4.7921  0.303
96 C 1.6458 4.8253 -2.8046  -0.580
97 C -2.0582 -2.5738 0.0734  -0.851
98 N -1.2980 5.1555 -2.1153  -1.197
99 C 1.3491 -3.0665 -2.1307  1.026
100 H -5.5453 -4.9090 2.6401  0.357
101 C 1.5877 4.5055 -1.3728  -0.005
102 C -2.8312 4.7510 3.2566  -0.552
103 H 3.9480 8.3477 2.8924  0.350
104 O 3.3102 -0.2245 3.7776  -0.712
105 H 0.8298 5.0829 -4.7193  0.244
106 C -0.5030 -5.3478 -4.5246  -1.033
107 C 2.9910 5.1014 2.6790  -0.370
108 O 5.3555 -1.9700 -4.9994  -0.505
109 H 3.5731 2.0146 2.2672  0.503
110 C -1.6518 -3.5127 2.1948  0.359
111 C 3.3330 -1.9289 -3.1557  -0.898
112 N -0.6423 1.0844 4.6245  -0.878
113 C -3.6159 3.6175 3.0875  -0.752
114 C 0.6353 4.7878 -3.6878  -0.872
115 C -1.4611 -5.3462 4.9094  -1.005

No. 3
DFT (the ωB97M-V functional and the def2-TZVPD basis) results for 2 unconnected molecules or ions with the total composition ClH3OSi at a distorted geometry.

As for the strongest force on any atom: 1.390 eV/A. As for the highest occupied orbital energy: -0.4009 Ha. The value obtained for the frontier orbital gap is 10.13 eV. The structure (SMILES) is O=[SiH2].Cl. The value obtained for the total energy is -22495.505 eV. As for the relative energy (zero: lowest compared OMol25 entry of this formula, charge and spin): 69.30 kcal per mole. The total charge is 0. Its spin multiplicity is 1.

Each line ends with the Mulliken charge.
Element x y z (Å)
1 H -2.7259 -0.6271 0.4026  0.301
2 H 2.1865 -0.9614 -0.2100  -0.064
3 H 1.2256 1.0498 -0.0023  -0.070
4 O -0.5603 -0.7736 0.0384  -0.296
5 Cl -3.8169 -0.0193 -0.0243  -0.290
6 Si 0.8928 -0.3240 -0.0109  0.418

No. 4
DFT (the ωB97M-V functional and the def2-TZVPD basis) results for a molecular structure, C31H30CaF4N5PSSe2 at a distorted geometry.

As for the strongest force on any atom: 2.397 eV/A. As for the highest occupied orbital energy: -0.2524 Ha. The value obtained for the frontier orbital gap is 6.91 eV. The value obtained for the total energy is -220213.291 eV. As for the relative energy (zero: lowest compared OMol25 entry of this formula, charge and spin): 17.11 kcal per mole. The total charge is 0. Its spin multiplicity is 1.

Each line ends with the Mulliken charge.
Element x y z (Å)
1 H 0.3543 2.6950 -1.5688  0.329
2 H 3.7076 0.4692 -3.4652  0.283
3 C 4.4478 3.9422 2.4260  -0.484
4 H -0.8191 0.2208 -4.0582  0.270
5 F -5.1491 -0.0324 3.5610  -0.348
6 F -1.9009 -3.3682 3.0078  -0.367
7 C 1.7233 -1.7952 -3.2704  -0.175
8 C 1.2468 0.6146 3.8655  0.173
9 S 1.9570 -2.0944 -1.6313  -0.332
10 N -1.1468 -2.5640 -2.5637  0.664
11 H -1.0933 3.4125 -2.3418  0.277
12 H -3.1520 1.7517 -0.4062  0.584
13 C 3.8262 -0.5649 -3.8034  -0.956
14 C -2.3848 -1.7814 1.2649  0.401
15 C 1.0948 -0.8318 6.2794  -0.520
16 Se 2.1931 0.1308 0.8408  -0.497
17 Se -0.7964 1.9470 1.8031  -0.284
18 F -1.2360 -2.2459 0.6360  -0.412
19 C 3.5453 2.9918 1.9843  -0.414
20 C -2.6156 -2.3152 2.5267  -0.349
21 C -2.6764 -4.3788 -2.9830  -0.798
22 H -2.8642 2.0891 -2.9227  0.388
23 C 1.9880 -1.1370 -5.3970  -0.578
24 C 2.1789 -0.0582 5.9765  -0.557
25 H 0.1020 -1.9749 -6.1629  0.498
26 H -1.1450 2.6363 -0.7409  0.177
27 H -2.2777 -5.6466 -4.5983  0.429
28 N -2.5495 -0.2686 -0.4831  -0.072
29 H 4.8528 5.5570 3.7475  0.369
30 Ca -0.2686 -0.4160 -0.6681  0.942
31 C 2.8167 4.8589 3.9394  -0.688
32 C 0.8135 -1.7706 -5.3755  -0.492
33 C -1.9502 -4.7743 -4.0710  -0.449
34 N -1.0312 1.2909 -2.2606  0.882
35 P 1.2133 1.5038 2.2777  1.000
36 C 2.2952 2.9081 2.6041  0.255
37 H 1.0638 -1.3884 7.1884  0.418
38 H -0.6324 -0.3368 3.4393  -0.206
39 C -3.9536 -0.0947 1.5858  0.375
40 C -2.2515 -3.2734 -2.2504  -0.250
41 H 4.2625 -1.1682 -2.9868  0.346
42 H 3.0219 0.0338 6.6891  0.306
43 H -2.7286 0.3301 -3.0596  0.406
44 C -0.7083 2.6024 -1.7263  -1.252
45 F -4.6401 1.0311 1.2822  -0.375
46 H 2.4638 -0.6853 -6.2606  0.469
47 C 1.9123 3.8693 3.5077  -0.133
48 N 0.6431 -2.1882 -4.0649  0.765
49 C -3.5721 -1.7438 3.3244  -0.370
50 C -3.1798 0.9112 -1.0818  -0.952
51 H -0.7702 1.9808 -4.2508  0.415
52 H -3.5290 -4.9590 -2.6132  0.398
53 C -2.5077 1.1760 -2.4180  -1.435
54 C 4.1066 4.8363 3.4364  -0.444
55 C 0.0743 -0.9184 5.3413  -0.538
56 C -0.4355 -2.9724 -3.6313  -0.104
57 H 3.2518 1.0500 4.5174  0.415
58 C -2.9882 -0.6601 0.7140  0.044
59 H -0.8109 -1.5471 5.5529  0.348
60 H 5.4748 3.9453 2.0570  0.362
61 H -4.2103 0.6870 -1.3006  0.506
62 H 0.6565 1.1610 -3.5651  0.228
63 H 4.4682 -0.6357 -4.6952  0.362
64 H 3.8813 2.2840 1.2117  0.159
65 N 2.5297 -1.1258 -4.1383  0.240
66 C 0.1669 -0.2275 4.1547  0.368
67 C -4.1777 -0.6071 2.8315  0.478
68 H 2.5197 5.5110 4.7680  0.348
69 H 0.9376 3.7949 3.9845  0.379
70 C -0.7791 -4.1070 -4.3890  -0.859
71 C 2.3000 0.6157 4.7705  -0.502
72 H -2.8148 -2.8250 -1.4554  0.267
73 C -0.4376 1.1641 -3.5987  -1.177
74 H -3.7787 -2.0470 4.3214  0.527
75 H -0.1283 -4.4744 -5.1607  0.521